Computed, not measured: one molecule with the formula C3H9N3, with ωB97M-V/def2-TZVPD.

Last column: Löwdin charge in e.
Cartesian coordinates (Å):
1 C 2.148 0.079 -0.115  -0.1292
2 N 0.860 0.044 0.530  -0.1777
3 C -0.050 -0.993 0.067  -0.1554
4 C -1.058 0.089 -0.408  -0.4419
5 N -2.341 0.036 0.215  0.0476
6 N -0.147 1.165 -0.025  0.0541
7 H 2.070 0.066 -1.212  0.0783
8 H 2.674 0.978 0.200  0.0740
9 H 2.717 -0.795 0.207  0.0811
10 H -0.409 -1.630 0.875  0.1026
11 H 0.322 -1.607 -0.757  0.1042
12 H -1.189 0.067 -1.496  0.1299
13 H -2.264 0.137 1.221  0.0748
14 H -2.981 0.727 -0.157  0.0701
15 H -0.352 1.637 0.854  0.0875

The SMILES is CN1C[C@@H](N)N1. The calculation puts the HOMO energy at -8.35 eV. The electronic energy comes out at -283.8914 a.u. For the HOMO-LUMO gap, the calculation gives 0.351 hartree.